Record 1
Here is a structure of composition C48H49LaN9O3P at a distorted geometry from the Open Molecules 2025 dataset. Energies are from wB97M-V/def2-TZVPD.

The calculation puts the lowest unoccupied orbital energy at -0.037 eV. The calculation puts the orbital gap at 7.9 eV. Its relative energy (zero: lowest compared OMol25 entry of this formula, charge and spin) is 11.34 kcal per mole. Its electronic energy is -2950.20539 Eh. The total charge is 0. Its HOMO energy is -7.892 eV.

XYZ file:
```
111
Properties=species:S:1:pos:R:3:mulliken_charge:R:1
La -0.952 -0.292 -0.289 0.945
C -4.217 0.091 2.281 -0.882
C -3.193 0.778 3.148 1.555
C -3.330 0.768 4.532 -1.305
C -2.405 1.393 5.354 -0.811
C -1.332 2.064 4.783 -1.158
C -1.184 2.125 3.400 1.906
C -0.084 2.977 2.812 -1.843
C -2.111 1.455 2.582 -0.998
N -1.921 1.473 1.165 1.106
C -2.223 2.667 0.590 -1.000
O -2.830 3.612 1.072 -0.744
C -1.626 2.853 -0.794 0.605
C -1.787 4.024 -1.499 -0.551
C -1.081 4.174 -2.688 -0.828
C -0.238 3.163 -3.132 -0.578
C -0.126 2.024 -2.372 0.308
N -0.803 1.891 -1.226 1.526
C 0.818 0.900 -2.751 -0.468
O 1.216 0.855 -3.908 -0.738
N 1.145 0.094 -1.707 1.333
C 2.315 -0.700 -1.909 -0.606
C 3.553 -0.097 -2.240 1.223
C 3.722 1.396 -2.381 -1.541
C 4.673 -0.901 -2.433 -0.772
C 4.617 -2.279 -2.290 -0.984
C 3.422 -2.858 -1.906 -0.777
C 2.282 -2.085 -1.695 0.181
C 1.052 -2.778 -1.169 0.351
H -5.064 -0.243 2.884 0.542
H -3.800 -0.783 1.781 -0.226
H -4.588 0.762 1.500 0.335
H -4.182 0.251 4.968 0.416
H -2.527 1.373 6.434 0.450
H -0.616 2.585 5.415 0.401
H 0.727 3.112 3.527 0.450
H -0.472 3.966 2.549 0.383
H 0.321 2.566 1.889 0.143
H -2.439 4.786 -1.095 0.649
H -1.178 5.091 -3.261 0.444
H 0.335 3.233 -4.047 0.601
H 3.042 1.941 -1.725 0.172
H 3.511 1.721 -3.403 0.243
H 4.746 1.683 -2.131 0.563
H 5.612 -0.424 -2.700 0.441
H 5.498 -2.889 -2.461 0.390
H 3.363 -3.932 -1.752 0.480
H 0.989 -3.807 -1.520 1.012
H 0.142 -2.282 -1.491 -1.378
H 1.095 -2.805 -0.080 -0.075
N 1.220 -0.267 1.490 0.179
C 1.665 -1.307 2.401 -0.597
C 2.962 -1.264 2.909 -0.529
C 3.374 -2.187 3.854 -0.749
C 2.481 -3.145 4.326 -0.775
C 1.202 -3.202 3.801 -0.763
C 0.785 -2.314 2.801 0.284
P -0.846 -2.485 1.969 1.298
C -1.932 -2.823 3.415 0.559
C -2.812 -3.903 3.439 -0.560
C -3.624 -4.123 4.548 -0.700
C -3.563 -3.268 5.641 -0.704
C -2.699 -2.179 5.615 -0.650
C -1.895 -1.951 4.506 -0.457
C -0.777 -4.127 1.138 0.207
C 0.200 -5.103 1.331 -0.481
C 0.158 -6.294 0.613 -0.758
C -0.863 -6.531 -0.300 -0.743
C -1.840 -5.567 -0.500 -0.463
C -1.791 -4.370 0.207 -0.672
H 0.835 0.494 2.044 0.032
H 2.004 0.113 0.977 0.176
H 3.642 -0.487 2.569 0.497
H 4.386 -2.142 4.245 0.404
H 2.785 -3.849 5.095 0.446
H 0.505 -3.948 4.166 0.543
H -2.860 -4.586 2.597 0.331
H -4.303 -4.969 4.556 0.423
H -4.193 -3.445 6.508 0.378
H -2.657 -1.495 6.456 0.492
H -1.243 -1.082 4.493 0.305
H 1.019 -4.937 2.017 0.397
H 0.933 -7.039 0.768 0.424
H -0.892 -7.461 -0.856 0.390
H -2.640 -5.740 -1.213 0.468
H -2.546 -3.615 0.032 0.186
C -1.398 -3.275 -3.606 -1.250
N -2.429 -2.364 -4.092 0.067
C -3.792 -2.908 -3.969 -1.021
C -2.268 -1.041 -3.692 -0.414
O -1.515 -0.728 -2.745 0.277
N -2.915 -0.110 -4.407 0.632
C -3.543 -0.360 -5.708 -1.340
C -2.891 1.291 -3.982 -1.197
H -1.374 -4.148 -4.257 0.445
H -1.602 -3.612 -2.585 0.235
H -0.425 -2.793 -3.630 0.352
H -3.996 -3.225 -2.938 0.176
H -3.903 -3.773 -4.625 0.350
H -4.539 -2.166 -4.249 0.366
H -3.284 -1.350 -6.067 0.362
H -3.165 0.376 -6.422 0.397
H -4.623 -0.251 -5.634 0.401
H -2.841 1.363 -2.903 -0.037
H -3.808 1.767 -4.313 0.580
H -2.027 1.806 -4.406 0.530
N -3.035 -1.396 -0.439 1.102
C -4.073 -1.141 -0.942 0.323
N -5.243 -0.973 -1.403 -0.963
C -5.700 -0.304 -2.453 0.567
N -6.179 0.223 -3.374 -0.649
```

***

Record 2
Here is a cluster of 2 separate species, C2H6FP in total at a distorted geometry from the Open Molecules 2025 dataset. Energies are from wB97M-V/def2-TZVPD.

The calculation puts the lowest unoccupied orbital energy at 0.862 eV. Its SMILES is C=CF.P. The calculation puts the orbital gap at 10.8 eV. Its relative energy (zero: lowest compared OMol25 entry of this formula, charge and spin) is 55.22 kcal per mole. Its electronic energy is -520.93372 Eh. The total charge is 0. Its HOMO energy is -9.947 eV.

XYZ file:
```
10
Properties=species:S:1:pos:R:3:mulliken_charge:R:1
C 0.824 2.372 1.505 -0.642
C -0.132 1.728 0.849 0.048
F -0.768 2.208 -0.172 -0.232
H 1.104 3.317 1.169 0.307
H 1.328 1.671 2.240 0.213
H -0.623 0.791 1.131 0.306
P 0.943 -3.107 -0.886 -0.133
H -0.261 -2.582 -1.508 0.051
H 1.666 -2.080 -1.280 0.028
H 1.366 -3.784 -2.101 0.055
```

***

Record 3
Here is a structure of composition C14H14BCl3GeIrN4O2S at a distorted geometry from the Open Molecules 2025 dataset. Energies are from wB97M-V/def2-TZVPD.

The calculation puts the lowest unoccupied orbital energy (alpha / beta) at -7.444 / -8.558 eV. The calculation puts the orbital gap (alpha / beta) at 6.1 / 5.0 eV. Its relative energy (zero: lowest compared OMol25 entry of this formula, charge and spin) is 0.00 kcal per mole. Its spin multiplicity is 2. Its electronic energy is -4895.94550 Eh. The total charge is +2. Its HOMO energy (alpha / beta) is -13.568 / -13.567 eV.

XYZ file:
```
41
Properties=species:S:1:pos:R:3:lowdin_spin:R:1
Ir 0.350 0.090 0.245 0.007
C 0.012 -0.792 -3.931 0.000
C 0.248 -0.235 -2.573 0.000
N -0.217 -0.707 -1.467 0.000
N -1.028 -1.819 -1.401 0.000
C -1.536 -2.194 -0.201 0.001
N -2.345 -3.236 -0.172 0.000
S -1.137 -1.364 1.248 0.008
C 1.096 0.969 -2.391 0.000
C 1.687 1.633 -3.443 0.000
C 2.465 2.759 -3.180 0.000
C 2.619 3.180 -1.876 0.000
C 1.997 2.464 -0.860 0.000
N 1.250 1.395 -1.108 0.000
H -0.573 -1.707 -3.951 0.000
H 0.978 -1.013 -4.390 0.000
H -0.497 -0.057 -4.557 0.000
H -1.236 -2.317 -2.254 0.000
H -2.673 -3.709 -1.000 0.000
H -2.699 -3.558 0.716 0.000
H 1.553 1.289 -4.458 0.000
H 2.942 3.289 -3.992 0.000
H 3.216 4.046 -1.629 0.000
H 2.094 2.758 0.177 0.001
O 2.680 -1.327 -0.930 0.000
B 1.902 -1.162 0.201 0.001
O 2.309 -1.929 1.260 0.000
C 3.433 -2.605 0.782 0.000
C 4.244 -3.490 1.451 0.000
C 5.311 -4.010 0.722 0.000
C 5.536 -3.650 -0.603 0.000
C 4.705 -2.750 -1.266 0.000
C 3.657 -2.248 -0.534 0.000
H 4.064 -3.761 2.481 0.000
H 5.982 -4.710 1.201 0.000
H 6.379 -4.074 -1.130 0.000
H 4.878 -2.461 -2.294 0.000
Cl -0.110 3.655 4.381 0.168
Ge -0.688 1.740 3.720 0.501
Cl 1.035 1.216 2.248 0.136
Cl -0.553 0.256 5.210 0.176
```